Run a
# C27H71N3O10

A cluster of 10 separate species, C27H71N3O10 in total (ωB97M-V with the def2-TZVPD basis set, OMol25).

Properties
**LUMO**: 0.011 hartree
**Spin multiplicity**: 1

Atoms and positions in Å:
C -3.155 -2.051 0.787
C 2.974 0.956 -1.794
H -2.851 1.860 -1.081
H -4.569 -0.393 1.953
O -0.053 -2.724 -1.621
H 1.633 -3.811 1.005
C -1.556 2.948 2.242
C 0.512 1.014 3.229
C -5.312 -1.616 -0.432
H -1.257 0.471 2.313
C -1.764 2.119 3.481
H -2.990 -5.966 -2.571
H -0.053 5.110 2.958
H 7.030 0.247 -0.703
H -5.950 -1.885 0.387
H 1.192 -0.411 -1.774
H -1.836 0.469 -3.289
C -3.980 -0.995 0.064
H 0.559 3.866 3.939
H 1.071 3.869 0.200
H -0.509 4.666 0.436
H -2.859 1.985 3.571
N 0.690 1.883 2.032
H 5.203 -0.886 1.348
H -3.344 0.849 -4.165
H -5.761 0.373 -3.235
O 2.498 -3.441 1.018
H 6.346 0.441 1.516
H 0.553 -0.895 2.278
C 4.959 0.745 -0.149
C -0.073 3.206 1.965
H -0.240 -3.292 -0.832
C 5.335 0.208 1.283
H 4.711 0.556 2.041
O -0.656 -5.939 -0.069
H 5.146 2.358 -2.306
H 6.048 2.603 0.132
H -0.806 -3.194 2.154
H -1.331 -0.530 -1.305
H 2.723 2.875 -2.717
C 3.586 0.382 -3.106
H 2.380 -2.485 1.194
H 1.137 0.994 -2.757
H -2.703 -2.719 0.025
N 3.533 0.426 -0.570
C -6.084 -0.609 -1.329
H 6.088 0.690 -2.072
H 3.641 1.181 -3.836
H 0.951 1.116 -0.963
C -2.895 0.150 -3.455
H -1.555 -2.767 -2.475
H -2.414 -1.601 1.415
H -3.449 0.858 1.148
H 1.228 0.742 5.166
H 1.577 4.423 2.601
O -0.374 -3.514 1.351
C -3.790 0.188 -2.187
H 2.527 2.869 -0.962
C -3.775 1.676 -1.720
C 1.184 -0.291 2.971
H -3.749 2.286 -2.654
H -4.711 2.033 -1.154
H -1.332 0.047 4.029
H -5.205 0.758 0.714
C 1.466 0.629 -1.828
H -2.821 -4.528 -1.975
H 4.299 2.691 0.613
O 2.617 -3.368 -1.678
C 5.998 0.196 -1.094
C 1.208 1.549 4.472
C -1.041 0.819 3.285
O -3.027 -5.440 -1.764
H -3.728 -2.686 1.415
H -5.042 -1.243 -3.126
H -5.068 -2.519 -0.955
C 4.631 2.877 -1.494
O -1.981 -0.037 -0.761
H -6.409 0.355 -0.833
H -0.775 -4.370 1.191
H 2.578 -3.468 -0.723
H -6.990 -1.166 -1.724
O -2.503 -2.892 -2.747
H 4.853 3.987 -1.552
H -0.297 2.942 -0.091
H 2.237 1.618 0.976
H 4.651 0.111 -3.006
H -1.369 -6.045 -0.725
H 0.725 2.399 4.968
C 3.125 2.488 -1.777
C 0.059 3.727 0.548
O 3.372 -0.965 -0.368
H -2.763 -0.905 -3.865
H -1.983 2.516 1.309
H -0.407 -6.843 0.225
H 3.035 -0.430 -3.477
H 3.647 -1.394 -1.211
C 0.568 4.225 2.912
C -5.186 -0.336 -2.522
H -2.071 3.971 2.389
H 2.762 -4.308 -1.921
C -4.319 0.123 1.046
H 5.781 -0.843 -1.203
C 5.005 2.291 -0.089
H 0.815 -3.006 -1.988
H -1.412 2.671 4.341
H 1.250 -0.890 3.939
H 2.233 -0.171 2.619
H -2.877 -2.124 -2.209
O 2.026 2.124 1.780
H 2.296 1.848 4.191
N -3.249 -0.663 -1.175


Run b
# C27H71N3O10

A cluster of 7 separate species, C27H71N3O10 in total (ωB97M-V with the def2-TZVPD basis set, OMol25).

Properties
**LUMO**: 0.025 hartree
**Spin multiplicity**: 1

Atoms and positions in Å:
H -8.818 -9.908 2.250
H -12.239 -17.072 -0.049
H -15.885 -20.385 3.562
H -11.916 -23.013 9.698
H -10.671 -13.831 2.391
H -14.990 -17.493 3.229
H -16.606 -18.981 4.225
H -8.939 -18.111 -0.948
C -14.781 -18.560 3.143
H -11.360 -11.110 2.083
H -10.835 -24.056 8.960
H -7.781 -15.747 7.084
C -13.815 -19.868 8.912
C -13.892 -19.730 7.417
H -10.081 -19.354 4.290
O -14.949 -15.328 7.307
C -10.454 -20.250 4.786
H -10.917 -22.535 1.206
H -14.519 -16.246 5.483
H -11.384 -19.876 5.214
H -11.922 -21.162 0.551
C -14.064 -16.029 6.450
H -9.208 -13.592 1.337
H -15.974 -16.866 8.173
H -8.942 -23.221 7.963
C -10.248 -16.579 -1.554
H -14.949 -18.802 0.986
O -10.349 -22.004 8.765
C -9.672 -11.873 2.653
H -15.136 -20.696 11.319
N -9.623 -20.615 5.981
H -10.796 -15.350 -0.139
O -11.109 -20.802 2.410
H -13.255 -14.370 -0.447
H -12.490 -22.188 1.833
H -16.657 -16.331 6.623
H -11.876 -23.148 7.932
H -7.738 -17.869 1.614
C -16.178 -16.000 7.544
H -10.663 -16.330 5.148
H -7.903 -13.979 6.923
H -9.909 -19.948 6.683
H -14.402 -15.524 0.220
H -8.454 -16.561 2.472
C -11.594 -21.712 1.433
H -15.027 -18.134 7.702
H -13.379 -15.202 6.264
H -10.172 -12.856 5.621
C -10.652 -21.333 3.615
C -9.320 -22.209 7.818
C -12.486 -16.235 -0.703
N -14.401 -18.421 6.964
C -8.470 -14.904 7.024
H -10.606 -17.207 -2.369
O -9.020 -16.617 0.461
H -14.717 -20.382 7.129
H -9.396 -16.028 -1.952
H -7.924 -11.294 1.513
H -15.995 -19.155 11.276
C -9.838 -22.042 6.354
H -9.287 -10.763 0.786
H -13.310 -14.712 3.424
C -16.039 -19.325 3.360
H -8.953 -14.802 7.996
H -9.091 -12.091 3.549
O -10.196 -16.212 5.978
H -10.776 -12.840 1.053
O -13.820 -18.942 4.097
H -13.585 -13.558 2.124
H -12.313 -17.557 3.849
C -9.671 -17.464 -0.464
C -11.261 -23.061 8.828
C -15.117 -19.687 10.909
C -10.062 -13.124 1.826
H -13.791 -19.864 1.852
H -13.058 -16.686 -1.513
H -16.749 -19.214 2.540
C -13.405 -17.306 7.020
H -9.282 -22.675 5.664
H -13.185 -17.215 8.084
H -10.373 -18.191 -0.053
C -9.493 -14.999 5.915
C -8.659 -17.291 1.689
H -14.282 -19.203 11.416
C -10.547 -13.860 5.816
C -13.663 -14.611 2.397
N -11.177 -15.618 -1.034
H -12.012 -16.266 3.118
H -9.499 -17.859 2.089
H -11.276 -22.139 4.002
H -13.314 -18.200 1.537
H -12.965 -19.991 6.906
H -14.211 -18.654 4.925
C -14.167 -18.846 1.744
H -12.997 -19.288 9.339
H -12.489 -17.514 6.466
O -12.843 -15.374 1.469
H -8.915 -15.019 4.991
H -11.283 -14.093 5.045
H -11.183 -13.682 6.683
O -15.061 -19.490 9.497
H -8.554 -21.489 8.104
H -13.503 -20.872 9.198
C -8.898 -10.896 1.795
O -10.935 -11.225 2.937
H -16.882 -15.338 8.049
C -13.341 -15.291 0.129
H -10.821 -22.490 6.204
H -9.682 -21.739 3.330
O -11.701 -16.822 3.833
H -14.703 -14.932 2.353


Stability ranking, top entry: run a; the second entry is 0.1237 hartree less favorable.


Run a
# C22H20N4O2S

The molecule C22H20N4O2S (ωB97M-V with the def2-TZVPD basis set, OMol25).

Properties
**LUMO**: 0.018 hartree
**Spin multiplicity**: 1

Atoms and positions in Å:
C -1.103 0.147 -0.508
C 2.984 0.695 2.782
N 4.236 0.197 5.240
C -2.503 1.156 -4.458
H -4.068 0.759 -3.188
H -1.827 -0.889 -2.250
H 2.452 0.806 1.887
C 4.709 1.187 4.382
H -2.406 5.133 0.468
H -1.389 -0.081 -6.415
C -0.199 3.633 3.299
C -2.139 4.104 0.326
H -0.801 2.639 3.364
C -2.179 2.104 -1.032
O -2.065 -0.230 -4.521
C -1.205 3.621 1.165
H 1.274 -3.200 4.492
C 1.778 -1.561 3.194
C 0.523 -2.812 1.420
C 4.097 1.530 3.132
C 2.693 -0.491 3.470
H -1.707 1.886 -4.496
N 0.284 -0.547 1.451
H -0.516 -1.295 -5.395
H 0.839 3.195 3.131
H 1.014 -3.688 1.768
H 5.550 1.777 4.640
C -3.256 1.466 -3.186
C -0.290 -0.761 0.292
H -0.324 4.229 4.171
O -0.667 4.402 2.168
H 4.460 2.206 2.354
C 1.914 -2.336 4.345
H -3.236 1.370 -5.274
N -2.311 1.184 -2.062
H -3.317 3.910 -1.524
H -0.203 0.421 -5.167
C -1.843 0.037 -1.658
H -0.148 1.752 1.579
C -0.841 2.279 0.964
C -2.624 3.451 -0.819
C -1.268 1.508 -0.154
S -0.260 -2.431 -0.178
N 2.775 -1.699 5.289
H 3.061 -2.011 6.256
C -0.992 -0.344 -5.453
C 0.871 -1.657 2.021
H -3.554 2.544 -3.204
C 3.268 -0.584 4.662


Run b
# C22H20N4O2S

The molecule C22H20N4O2S (ωB97M-V with the def2-TZVPD basis set, OMol25).

Properties
**LUMO**: 0.005 hartree
**Spin multiplicity**: 1

Atoms and positions in Å:
H 2.281 -0.053 -4.417
H -2.443 1.911 5.337
C 0.344 4.474 4.624
C -2.796 -1.972 0.482
C 1.167 -2.002 -1.086
H -2.115 3.810 6.838
C 0.169 3.404 3.768
C -1.474 3.697 5.977
H 0.035 -2.334 0.686
C -1.869 0.380 3.173
C -1.659 2.622 5.128
C -0.476 4.625 5.731
H 4.497 -2.155 -4.435
H -2.833 -2.149 2.526
S -2.465 -1.221 -1.060
C 1.512 0.291 -1.719
O 2.405 -1.573 -3.019
C -3.649 -3.197 0.283
N -0.175 1.292 2.071
H -2.615 0.280 3.933
C -1.642 -0.417 2.065
H 1.125 5.193 4.426
N -0.985 1.401 3.130
H 0.796 3.265 2.903
C 4.497 -0.639 -5.969
C -0.836 2.471 4.016
H 0.625 1.742 -0.425
H 5.020 -1.252 -6.698
C -0.537 0.209 1.409
C -3.428 -2.523 -1.822
N -3.931 -3.403 -1.043
C 3.032 -0.685 -3.921
H 1.922 1.042 -2.377
H 3.737 -0.034 -3.384
C 3.779 -1.519 -4.956
O -4.018 -3.890 1.198
C 0.434 -1.596 0.006
H 1.340 -3.048 -1.282
H 3.787 -0.006 -6.498
C 1.710 -1.064 -1.968
H 3.064 -2.169 -5.461
C 0.778 0.692 -0.618
C -2.431 -1.563 1.706
H -3.121 -1.803 -3.699
H -0.338 5.461 6.399
H -4.091 -3.248 -3.586
H 5.223 0.002 -5.474
N -3.571 -2.508 -3.145
C 0.218 -0.239 0.249


Stability ranking, top entry: run b; the second entry is 0.1186 hartree less favorable.